Version i
Entry from the OMol25 dataset: a 2-piece molecular cluster, C4H8O overall (wB97M-V/def2-TZVPD).

Each line ends with the Löwdin charge.
CARTESIAN COORDINATES (ANGSTROEM)
O  -0.38323  -2.54181  -0.99389  -0.012
C  -1.40516  -3.16732  -1.06806  -0.136
H  -2.38217  -2.66489  -1.03047  0.079
H  -1.38961  -4.26995  -1.13002  0.080
C  0.99425  2.35567  -0.08489  -0.121
C  0.19667  1.44172  0.79168  -0.243
C  0.41872  0.15277  1.01457  -0.027
H  2.05075  2.09425  -0.15973  0.071
H  0.67245  2.23238  -1.12829  0.074
H  0.93311  3.39855  0.20856  0.063
H  -0.43304  1.92981  1.51926  0.080
H  -0.10870  -0.41868  1.77415  0.048
H  0.83596  -0.54250  0.28713  0.044

Lowest unoccupied orbital energy ... 0.84 eV
SMILES ... C=CC.C=O
Molecular weight ... 72.11 g mol⁻¹
Net charge ... 0

***

Version ii
Entry from the OMol25 dataset: one molecule with the formula C4H8O (wB97M-V/def2-TZVPD).

Each line ends with the Löwdin charge.
CARTESIAN COORDINATES (ANGSTROEM)
C  0.24461  -1.73367  -0.00749  -0.089
C  -0.36342  -0.50095  0.68878  -0.250
C  0.01682  0.84858  -1.15950  -0.010
C  -0.18710  1.92469  -0.17682  -0.183
O  0.41871  0.73369  0.49396  -0.179
H  -0.05480  -2.63452  0.55627  0.077
H  -0.06421  -1.86774  -1.05369  0.070
H  1.34003  -1.69454  0.02402  0.080
H  -0.30829  -0.63548  1.76241  0.110
H  -1.39735  -0.36020  0.35373  0.118
H  1.03417  0.94933  -1.55067  0.038
H  0.49426  2.79128  -0.15832  0.112
H  -1.17343  2.17953  0.22733  0.106

Lowest unoccupied orbital energy ... 1.13 eV
Molecular weight ... 72.11 g mol⁻¹
Net charge ... 0

***

Version iii
Entry from the OMol25 dataset: one molecule with the formula C4H8O (wB97M-V/def2-TZVPD).

Each line ends with the Löwdin charge.
CARTESIAN COORDINATES (ANGSTROEM)
O  -1.81210  -1.00908  -1.39555  0.052
C  -0.75572  -0.42760  -1.38072  -0.304
C  -0.36961  0.68767  1.22224  -0.107
C  0.82877  0.31609  0.34574  -0.264
C  0.45947  -0.84118  -0.59061  -0.181
H  -1.28466  0.78297  0.62951  0.066
H  -0.62570  0.53711  -1.92505  0.132
H  -0.56529  -0.09540  1.96246  0.082
H  -0.20681  1.63636  1.73997  0.073
H  1.68859  0.04075  0.96811  0.107
H  1.15076  1.18059  -0.25145  0.106
H  0.22052  -1.74957  -0.02799  0.120
H  1.27180  -1.05870  -1.29668  0.118

Lowest unoccupied orbital energy ... 1.07 eV
SMILES ... CCCC=O
Molecular weight ... 72.11 g mol⁻¹
Net charge ... 0

***

Stability, highest: version iii

***

Version i
Entry from the OMol25 dataset: one molecule with the formula C8H7NO2 (wB97M-V/def2-TZVPD).

Each line ends with the Löwdin charge.
CARTESIAN COORDINATES (ANGSTROEM)
C  0.95567  -0.53749  1.45151  -0.174
C  0.15664  -1.45451  0.67247  0.082
C  -0.35834  -0.74476  -0.54723  -0.131
C  -1.04418  -1.36067  -1.70596  -0.058
C  -1.41055  -0.35565  -2.58785  -0.097
C  -0.27010  0.63673  -0.92427  -0.326
C  0.37826  1.41566  -0.00293  0.039
C  1.05656  0.91928  1.11503  -0.365
H  1.32926  -1.33573  3.35945  0.148
H  0.01137  -2.40798  0.98100  0.061
H  -1.59529  -2.32224  -1.73274  0.103
H  -1.86276  -0.23726  -3.58392  0.111
H  -1.36569  1.90286  -1.99831  0.239
H  0.68059  2.46172  -0.09610  0.123
H  1.48005  1.36618  2.83265  0.170
N  -1.05913  0.81748  -1.91639  0.012
O  1.34722  -0.50860  2.79576  -0.033
O  1.57043  1.74498  1.88781  0.096

Lowest unoccupied orbital energy ... 0.53 eV
SMILES ... Oc1cc2cc[nH]c2cc1O
Molecular weight ... 149.15 g mol⁻¹
Net charge ... 0

***

Version ii
Entry from the OMol25 dataset: a 2-piece molecular cluster, C8H7NO2 overall (wB97M-V/def2-TZVPD).

Each line ends with the Löwdin charge.
CARTESIAN COORDINATES (ANGSTROEM)
C  -2.05246  0.06207  0.01435  -0.480
C  -1.43370  0.80609  -0.99516  -0.038
C  -0.05942  0.30734  -0.89852  -0.111
C  1.16190  0.29307  -1.41304  -0.116
C  2.30084  0.09388  -0.81945  -0.134
C  2.24410  -0.43778  0.48301  -0.069
C  1.01381  -0.84747  1.12108  0.029
C  -0.04204  -0.47174  0.31815  -0.228
H  -2.47976  -0.06158  2.34415  0.376
H  -2.10728  0.54539  -1.84589  0.168
H  -1.44197  1.92122  -0.89374  0.175
H  1.49724  1.02599  -2.27602  0.160
H  3.33185  0.42734  -1.01828  0.120
H  3.08603  -0.71878  1.00425  0.064
H  1.22749  -1.15424  2.28925  0.178
N  -1.24021  -0.67021  0.72828  -0.120
O  -1.68843  -1.36662  1.84396  -0.003
O  -3.31799  0.24605  0.01363  0.029

Lowest unoccupied orbital energy ... -1.52 eV
Molecular weight ... 149.15 g mol⁻¹
Net charge ... 0

***

Stability, highest: version i

***

Version i
Entry from the OMol25 dataset: one molecule with the formula C3H7N5 (wB97M-V/def2-TZVPD).

Each line ends with the Löwdin charge.
CARTESIAN COORDINATES (ANGSTROEM)
C  -0.21459  0.92408  -0.00668  -0.464
C  1.92652  -0.24858  0.13670  -0.296
C  -2.15359  -0.48395  0.02737  -0.253
H  1.21376  2.28534  -0.43714  0.053
H  -0.31487  2.85458  -0.19454  0.118
H  -0.06763  -1.10127  -0.06663  0.107
H  2.47397  0.65769  0.41246  0.113
H  2.07310  -2.11489  -0.21247  0.047
H  -3.18202  -0.47674  0.33434  0.089
H  -2.41543  -2.25369  0.30975  0.062
N  0.39797  2.15224  0.04790  0.150
N  0.55454  -0.21901  0.06280  0.079
N  2.67150  -1.27578  -0.09719  0.072
N  -1.52971  0.86058  -0.08627  0.076
N  -1.68444  -1.66092  -0.08297  0.046

Lowest unoccupied orbital energy ... 0.78 eV
SMILES ... [H]/N=C\N/C(N)=N\C=N\[H]
Molecular weight ... 113.12 g mol⁻¹
Net charge ... 0

***

Version ii
Entry from the OMol25 dataset: a 4-piece molecular cluster, C3H7N5 overall (wB97M-V/def2-TZVPD).

Each line ends with the Löwdin charge.
CARTESIAN COORDINATES (ANGSTROEM)
C  0.43154  -1.58043  -1.52259  -0.097
C  -0.41524  0.70778  0.80069  -0.507
C  1.13195  -1.00120  1.23242  -0.045
H  1.57576  -1.37672  -2.57411  0.165
H  0.84064  -2.24334  -0.25578  0.161
H  -0.90244  -1.70702  -2.17934  0.172
H  -0.85772  1.96226  1.82240  -0.027
H  2.02974  -0.54820  0.66880  0.141
H  0.85525  -0.58632  2.16306  0.045
H  0.95106  -2.13729  1.52077  0.127
N  0.37277  -0.15737  -1.03031  -0.267
N  -0.56401  0.65464  -1.41648  -0.009
N  -1.01121  1.32582  -0.43808  0.118
N  -0.52706  1.13445  1.94033  0.186
N  0.10354  -0.40329  0.34041  -0.163

Lowest unoccupied orbital energy ... -0.10 eV
Molecular weight ... 113.12 g mol⁻¹
Net charge ... 0

***

Stability, highest: version i

***

Version i
Entry from the OMol25 dataset: one molecule with the formula C3H7N5 (wB97M-V/def2-TZVPD).

Each line ends with the Löwdin charge.
CARTESIAN COORDINATES (ANGSTROEM)
C  1.42945  -0.21336  0.07572  -0.611
C  -0.43423  -1.37494  -0.64406  -0.219
C  -1.57948  0.59388  0.25703  -0.339
H  1.58075  1.11613  -1.38913  0.071
H  2.38779  1.55591  0.04296  0.106
H  1.19066  -1.24954  1.70656  0.030
H  -0.84504  -2.22240  -1.21490  0.122
H  -2.20967  -1.32724  0.42162  0.143
H  -2.35683  0.67492  1.09335  0.142
H  -1.23907  2.43225  -0.06134  0.070
N  2.10185  0.79009  -0.59152  0.103
N  1.54128  -0.39403  1.32763  0.119
N  0.77751  -1.10783  -0.81996  0.130
N  -1.39682  -0.75688  0.14579  0.026
N  -0.94816  1.48305  -0.34975  0.108

Lowest unoccupied orbital energy ... 0.53 eV
SMILES ... [H]/N=C(N)\N=C/N/C=N/[H]
Molecular weight ... 113.12 g mol⁻¹
Net charge ... 0

***

Version ii
Entry from the OMol25 dataset: one molecule with the formula C3H7N5 (wB97M-V/def2-TZVPD).

Each line ends with the Löwdin charge.
CARTESIAN COORDINATES (ANGSTROEM)
C  2.13275  -0.88975  2.32274  0.075
C  0.18752  1.63055  -0.82801  -0.056
C  -1.66138  -0.10149  -1.15792  -0.067
N  1.33171  -1.70478  2.14430  -0.135
N  0.29990  -2.26442  1.69821  -0.054
N  -0.35280  -1.49464  0.70938  -0.035
N  0.25514  -0.35944  0.41760  0.029
N  -0.48640  0.36366  -0.48561  -0.288
H  3.17699  -0.68517  2.02383  0.076
H  0.02705  1.92756  -1.93498  0.107
H  -0.41645  2.37663  -0.31843  0.072
H  1.18217  1.73020  -0.55238  0.044
H  -2.27464  0.75020  -1.48234  0.089
H  -1.33324  -0.54967  -2.12535  0.101
H  -2.06834  -0.72942  -0.43104  0.042

Lowest unoccupied orbital energy (alpha / beta) ... 0.61 / 0.61 eV
Molecular weight ... 113.12 g mol⁻¹
Net charge ... 0

***

Stability, highest: version i